114
Properties=species:S:1:pos:R:3:lowdin_charge:R:1 method="wB97M-V/def2-TZVPD" orbital_gap_ev=6.82 spin_multiplicity=1 e_homo_ev=-10.526 energy_ha=-3860.7315 charge=+1
Ta -0.717 -0.619 0.051 1.424
C -1.168 -0.210 3.457 -0.170
Si -2.798 -0.384 2.563 0.439
C -3.524 -1.993 3.162 -0.146
C -3.786 1.131 3.013 -0.151
N -2.550 -0.552 0.749 -0.244
C -3.690 -1.050 0.033 -0.280
C -4.991 -0.968 0.526 -0.053
C -6.055 -1.556 -0.139 -0.058
C -5.830 -2.266 -1.305 -0.058
C -4.551 -2.343 -1.834 -0.002
C -3.509 -1.706 -1.189 -0.227
O -2.213 -1.680 -1.681 -0.159
C -1.950 -2.266 -2.932 -0.265
C -2.420 -1.672 -4.087 -0.031
C -2.107 -2.243 -5.311 -0.064
C -1.327 -3.388 -5.376 -0.067
C -0.879 -3.981 -4.204 -0.056
C -1.200 -3.426 -2.972 -0.006
H -1.482 -0.199 4.510 0.062
H -0.635 0.727 3.295 0.024
H -0.483 -1.055 3.355 0.039
H -3.472 -2.005 4.255 0.048
H -2.924 -2.833 2.799 0.031
H -4.559 -2.173 2.876 0.034
H -3.931 1.100 4.098 0.051
H -4.766 1.239 2.552 0.031
H -3.213 2.033 2.787 0.027
H -5.186 -0.425 1.438 0.080
H -7.054 -1.466 0.266 0.114
H -6.648 -2.756 -1.817 0.114
H -4.374 -2.885 -2.752 0.126
H -3.022 -0.779 -4.028 0.095
H -2.469 -1.779 -6.220 0.119
H -1.080 -3.825 -6.335 0.111
H -0.294 -4.891 -4.243 0.110
H -0.916 -3.916 -2.053 0.092
O 0.815 -1.294 -1.076 -0.352
N 1.378 -2.508 -1.029 -0.145
C 2.459 -2.705 -1.811 0.025
C 3.091 -3.915 -1.789 -0.016
C 2.594 -4.920 -0.953 -0.025
C 1.483 -4.689 -0.178 -0.049
C 0.844 -3.445 -0.214 -0.614
S -0.601 -3.050 0.631 0.772
H 2.743 -1.849 -2.405 0.132
H 3.960 -4.069 -2.411 0.122
H 3.083 -5.885 -0.919 0.124
H 1.073 -5.453 0.468 0.121
C 5.943 -2.121 4.827 -0.070
C 5.867 -0.595 4.861 -0.562
C 7.154 -0.031 4.242 -0.043
C 5.770 -0.153 6.328 -0.046
C 4.663 -0.063 4.081 -0.158
C 4.408 1.316 4.078 -0.019
C 3.345 1.890 3.394 0.036
C 2.529 1.025 2.699 -0.186
O 1.408 1.301 1.940 0.074
B 0.959 0.083 1.470 -0.659
O 1.798 -0.948 1.914 0.096
C 2.765 -0.332 2.687 -0.177
C 3.818 -0.910 3.364 0.073
H 6.803 -2.453 5.411 0.088
H 6.072 -2.501 3.811 0.084
H 5.051 -2.581 5.259 0.089
H 8.025 -0.376 4.804 0.089
H 7.159 1.060 4.253 0.080
H 7.265 -0.358 3.206 0.090
H 6.593 -0.584 6.902 0.088
H 4.831 -0.486 6.775 0.093
H 5.828 0.931 6.432 0.078
H 5.067 1.970 4.635 0.112
H 3.167 2.957 3.405 0.125
H 3.960 -1.981 3.332 0.118
C -0.716 3.221 1.530 -0.206
Si -0.005 3.270 -0.220 0.379
C 1.875 3.283 -0.268 -0.205
C -0.489 4.961 -0.885 -0.212
Si -0.852 1.458 -1.553 0.397
Si 0.637 1.429 -3.386 0.353
C 0.083 0.249 -4.739 -0.213
C 2.369 0.903 -2.835 -0.212
C 0.809 3.137 -4.150 -0.205
Si -3.025 2.303 -2.063 0.357
C -2.907 3.831 -3.152 -0.205
C -3.830 2.749 -0.426 -0.202
C -4.242 1.240 -3.026 -0.201
H 0.014 3.584 2.258 0.045
H -1.024 2.223 1.842 -0.020
H -1.592 3.873 1.577 0.029
H 2.249 3.907 0.550 0.043
H 2.192 3.752 -1.204 0.027
H 2.348 2.306 -0.193 0.018
H 0.093 5.676 -0.290 0.045
H -1.544 5.195 -0.730 0.023
H -0.241 5.129 -1.933 0.022
H 0.104 -0.799 -4.426 0.018
H 0.764 0.364 -5.588 0.042
H -0.926 0.472 -5.089 0.026
H 2.364 0.263 -1.951 -0.008
H 2.978 1.778 -2.603 0.027
H 2.863 0.368 -3.654 0.035
H -0.145 3.536 -4.498 0.019
H 1.483 3.086 -5.011 0.039
H 1.232 3.855 -3.443 0.015
H -2.292 4.635 -2.757 0.003
H -3.922 4.219 -3.291 0.042
H -2.527 3.570 -4.143 0.026
H -3.312 3.581 0.057 0.015
H -3.832 1.907 0.271 -0.004
H -4.867 3.053 -0.595 0.045
H -3.881 1.037 -4.035 0.022
H -5.136 1.863 -3.137 0.044
H -4.548 0.310 -2.546 0.012

***

44
Properties=species:S:1:pos:R:3:lowdin_charge:R:1 method="wB97M-V/def2-TZVPD" orbital_gap_ev=8.54 spin_multiplicity=1 e_homo_ev=-7.969 energy_ha=-1158.6239 smiles="N[C@@H](Cc1c[nH]cn1)C(=O)N[C@@H](Cc1c[nH]c2ccccc12)C(=O)O"
N 2.422 -0.110 2.928 0.061
C 1.436 0.745 2.268 -0.298
C 1.776 2.151 2.835 -0.132
C 0.803 3.174 2.606 -0.279
C 0.981 4.465 2.151 -0.078
N -0.167 4.893 1.601 0.064
C -1.118 3.929 1.929 -0.177
N -0.586 2.844 2.441 0.095
C 1.283 0.949 0.807 -0.338
O 2.302 1.037 0.038 0.033
N -0.010 0.936 0.369 0.154
C -0.350 0.523 -0.921 -0.216
C -1.810 -0.222 -1.221 -0.032
C -1.558 -1.667 -0.949 -0.202
C -2.374 -2.391 -0.097 -0.077
N -2.063 -3.694 -0.198 0.072
C -1.085 -3.871 -1.312 -0.100
C -0.637 -5.027 -2.073 -0.051
C 0.152 -4.746 -3.063 -0.201
C 0.637 -3.539 -3.581 -0.020
C 0.129 -2.397 -2.763 0.009
C -0.778 -2.596 -1.756 -0.196
C -0.351 1.804 -1.688 -0.460
O -1.311 2.475 -2.042 0.094
O 0.953 2.133 -1.954 0.085
H 1.864 -0.733 3.539 0.090
H 2.932 -0.776 2.360 0.077
H 0.436 0.466 2.622 0.138
H 2.803 2.475 2.690 0.134
H 1.746 2.065 3.904 0.113
H 1.879 5.027 2.284 0.118
H -0.336 5.847 1.293 0.156
H -2.173 4.006 1.698 0.117
H -0.633 1.038 1.044 0.066
H 0.411 -0.037 -1.439 0.124
H -2.513 0.270 -0.456 0.142
H -2.172 -0.095 -2.270 0.135
H -2.925 -1.999 0.717 0.115
H -2.208 -4.422 0.459 0.128
H -0.863 -6.087 -1.842 0.122
H 0.262 -5.605 -3.804 0.127
H 0.990 -3.620 -4.595 0.090
H 0.138 -1.277 -3.026 0.128
H 1.688 1.659 -1.532 0.068

***

93
Properties=species:S:1:pos:R:3:lowdin_charge:R:1 method="wB97M-V/def2-TZVPD" orbital_gap_ev=5.56 spin_multiplicity=1 e_homo_ev=-9.953 energy_ha=-2605.4393 charge=+1
Hf 0.201 -0.498 0.107 1.705
C 7.788 -1.753 1.575 -0.071
C 7.091 -2.732 0.878 -0.063
C 5.739 -2.563 0.611 -0.030
C 5.078 -1.417 1.049 -0.222
C 5.780 -0.443 1.752 -0.029
C 7.134 -0.608 2.009 -0.063
C 3.623 -1.232 0.769 -0.050
C 2.740 -1.305 1.852 -0.218
C 3.101 -1.660 3.171 0.029
C 2.001 -1.497 3.964 0.019
C 0.933 -1.062 3.137 -0.195
N 1.389 -0.958 1.843 -0.037
C -0.435 -0.824 3.515 -0.023
C -1.475 -1.151 2.650 -0.234
C -2.793 -1.568 3.058 0.022
C -3.451 -2.007 1.961 0.035
C -2.588 -1.824 0.831 -0.197
C -2.957 -2.021 -0.501 -0.071
C -4.358 -2.476 -0.777 -0.232
C -5.422 -1.580 -0.707 -0.033
C -6.717 -2.007 -0.971 -0.067
C -6.955 -3.334 -1.306 -0.075
C -5.899 -4.231 -1.379 -0.066
C -4.604 -3.802 -1.116 -0.028
C -2.136 -1.760 -1.594 -0.203
N -0.806 -1.395 -1.544 -0.038
C -0.385 -1.199 -2.859 -0.213
C 0.902 -0.912 -3.259 -0.066
C 1.175 -0.734 -4.719 -0.230
C 1.308 0.544 -5.254 -0.025
C 1.568 0.709 -6.609 -0.065
C 1.700 -0.404 -7.430 -0.074
C 1.572 -1.680 -6.899 -0.066
C 1.311 -1.845 -5.545 -0.032
C 2.013 -0.839 -2.389 -0.214
C 3.374 -0.739 -2.788 0.035
C 4.138 -0.855 -1.664 0.035
C 3.259 -1.007 -0.556 -0.220
N 1.954 -0.967 -1.023 -0.039
C -1.505 -1.423 -3.732 0.042
C -2.559 -1.784 -2.970 0.039
N -1.376 -1.338 1.278 -0.038
C -0.839 -0.232 4.828 -0.154
C -1.926 0.653 4.815 -0.044
C -2.375 1.279 5.968 -0.061
C -1.733 1.054 7.173 -0.068
C -0.623 0.220 7.201 -0.063
C -0.174 -0.401 6.047 -0.019
H 8.843 -1.884 1.781 0.108
H 7.599 -3.627 0.541 0.109
H 5.191 -3.321 0.064 0.126
H 5.265 0.448 2.092 0.126
H 7.677 0.158 2.549 0.109
H 4.076 -2.014 3.470 0.130
H 1.937 -1.760 5.003 0.100
H -3.140 -1.591 4.078 0.129
H -4.441 -2.431 1.914 0.128
H -5.233 -0.544 -0.447 0.124
H -7.538 -1.304 -0.917 0.108
H -7.964 -3.667 -1.512 0.108
H -6.081 -5.266 -1.639 0.109
H -3.777 -4.501 -1.173 0.124
H 1.203 1.409 -4.609 0.124
H 1.666 1.706 -7.021 0.109
H 1.902 -0.275 -8.486 0.108
H 1.677 -2.549 -7.537 0.109
H 1.213 -2.840 -5.125 0.126
H 3.708 -0.624 -3.807 0.126
H 5.214 -0.844 -1.594 0.127
H -1.471 -1.323 -4.806 0.129
H -3.556 -2.036 -3.297 0.128
H -2.402 0.903 3.876 0.119
H -3.214 1.960 5.913 0.111
H -2.076 1.540 8.076 0.111
H -0.094 0.053 8.130 0.111
H 0.699 -1.023 6.131 0.084
F -3.113 8.574 -0.729 0.146
C -1.806 8.358 -0.549 -0.596
F -1.440 9.004 0.569 0.151
F -1.154 8.940 -1.567 0.151
C -1.478 6.889 -0.459 -0.110
C -0.152 6.518 -0.266 0.002
C 0.180 5.181 -0.168 -0.008
C -0.819 4.206 -0.266 -0.250
C -2.143 4.588 -0.465 -0.010
C -2.472 5.931 -0.561 0.005
C -0.482 2.816 -0.145 -0.125
C -0.198 1.636 -0.044 -0.137
H 0.615 7.277 -0.187 0.131
H 1.207 4.879 -0.012 0.121
H -2.912 3.830 -0.540 0.120
H -3.499 6.232 -0.713 0.124